1 | {
  "formula": "C21H22N4O3S2",
  "method": "wB97M-V/def2-TZVPD",
  "orbital_gap_ev": 8.2,
  "e_lumo_ha": -0.009,
  "elements": ["C", "C", "C", "C", "C", "C", "C", "N", "N", "C", "C", "C", "N", "C", "O", "C", "C", "C", "C", "S", "O", "O", "N", "C", "C", "C", "C", "C", "S", "C", "H", "H", "H", "H", "H", "H", "H", "H", "H", "H", "H", "H", "H", "H", "H", "H", "H", "H", "H", "H", "H", "H"],
  "coordinates": [[4.629, 2.435, -1.511], [3.622, 2.821, -0.477], [3.225, 4.143, -0.325], [2.285, 4.514, 0.620], [1.726, 3.559, 1.452], [2.111, 2.237, 1.329], [3.044, 1.865, 0.365], [3.398, 0.506, 0.252], [4.681, 0.107, 0.195], [4.638, -1.206, 0.135], [3.318, -1.691, 0.131], [2.537, -0.559, 0.214], [1.163, -0.371, 0.192], [0.254, -1.266, 0.683], [0.566, -2.314, 1.203], [-1.166, -0.824, 0.541], [-1.607, -0.027, -0.513], [-2.942, 0.331, -0.593], [-3.823, -0.098, 0.381], [-5.567, 0.306, 0.220], [-6.163, 0.297, 1.520], [-5.687, 1.476, -0.598], [-6.211, -0.972, -0.638], [-5.785, -1.058, -2.011], [-6.272, -2.220, 0.080], [-3.403, -0.895, 1.430], [-2.072, -1.264, 1.505], [3.137, -3.153, 0.022], [4.854, -3.820, -0.096], [5.725, -2.204, 0.054], [4.250, 1.625, -2.134], [4.874, 3.283, -2.144], [5.535, 2.073, -1.028], [3.660, 4.895, -0.967], [1.993, 5.549, 0.712], [1.001, 3.840, 2.200], [1.708, 1.491, 1.999], [0.851, 0.557, -0.061], [-0.925, 0.292, -1.288], [-3.312, 0.954, -1.392], [-5.750, -0.044, -2.402], [-6.514, -1.637, -2.579], [-4.798, -1.529, -2.113], [-5.310, -2.749, 0.077], [-6.563, -1.991, 1.102], [-7.030, -2.859, -0.374], [-4.118, -1.198, 2.177], [-1.711, -1.893, 2.304], [2.643, -3.584, 0.892], [2.595, -3.449, -0.877], [6.362, -2.065, -0.819], [6.344, -2.220, 0.952]],
  "lowdin_charge": [-0.046, -0.199, -0.039, -0.079, -0.079, -0.025, -0.156, -0.033, 0.151, -0.317, -0.174, -0.150, 0.168, -0.407, 0.104, -0.120, -0.007, -0.047, -0.256, 0.655, -0.278, -0.281, -0.338, -0.104, -0.104, -0.040, 0.012, -0.406, 0.856, -0.382, 0.085, 0.076, 0.075, 0.111, 0.104, 0.105, 0.120, 0.132, 0.118, 0.116, 0.082, 0.095, 0.091, 0.091, 0.082, 0.095, 0.118, 0.125, 0.068, 0.079, 0.076, 0.077]
}

---

2 | {
  "formula": "C21H22N4O3S2",
  "method": "wB97M-V/def2-TZVPD",
  "orbital_gap_ev": 8.7,
  "e_lumo_ha": 0.010,
  "elements": ["C", "C", "C", "N", "C", "S", "C", "C", "O", "C", "C", "C", "C", "O", "C", "C", "C", "N", "N", "C", "C", "C", "N", "C", "O", "C", "C", "C", "C", "S", "H", "H", "H", "H", "H", "H", "H", "H", "H", "H", "H", "H", "H", "H", "H", "H", "H", "H", "H", "H", "H", "H"],
  "coordinates": [[-3.323, -2.938, 2.551], [-2.222, -2.906, 1.826], [-1.547, -1.635, 1.398], [-1.616, -1.480, -0.036], [-2.586, -0.831, -0.739], [-3.942, -0.049, 0.012], [-4.258, 1.241, -1.247], [-3.631, 2.522, -0.729], [-4.315, 3.464, -0.403], [-2.165, 2.492, -0.532], [-1.275, 1.890, -1.423], [0.076, 1.883, -1.156], [0.579, 2.473, 0.007], [1.925, 2.424, 0.169], [2.488, 3.055, 1.295], [-0.306, 3.080, 0.896], [-1.656, 3.098, 0.614], [-2.338, -0.881, -2.023], [-1.203, -1.571, -2.184], [-0.774, -1.943, -1.008], [0.488, -2.705, -0.767], [0.660, -3.800, -1.814], [1.619, -1.796, -0.814], [2.122, -1.212, 0.297], [1.668, -1.419, 1.412], [3.290, -0.351, 0.081], [4.147, 0.087, 1.053], [5.192, 0.881, 0.547], [5.114, 1.047, -0.801], [3.770, 0.231, -1.479], [-3.788, -3.865, 2.838], [-3.801, -2.034, 2.891], [-1.757, -3.819, 1.478], [-0.491, -1.632, 1.693], [-2.049, -0.772, 1.846], [-3.825, 0.875, -2.175], [-5.338, 1.357, -1.332], [-1.630, 1.447, -2.341], [0.772, 1.432, -1.846], [2.232, 4.119, 1.327], [3.566, 2.948, 1.186], [2.170, 2.571, 2.223], [0.047, 3.542, 1.804], [-2.345, 3.573, 1.297], [0.476, -3.127, 0.243], [0.606, -3.364, -2.808], [1.617, -4.297, -1.681], [-0.137, -4.532, -1.719], [1.941, -1.519, -1.728], [4.019, -0.169, 2.090], [5.969, 1.310, 1.155], [5.768, 1.604, -1.443]],
  "lowdin_charge": [0.020, -0.146, -0.151, 0.015, -0.628, 1.012, -0.338, -0.444, 0.095, -0.191, -0.030, 0.012, -0.262, -0.104, -0.075, -0.004, -0.005, 0.012, 0.085, -0.264, -0.283, -0.033, 0.105, -0.494, 0.056, -0.437, -0.110, -0.189, -0.392, 1.059, 0.056, 0.059, 0.102, 0.106, 0.110, 0.069, 0.087, 0.108, 0.108, 0.099, 0.079, 0.104, 0.104, 0.123, 0.144, 0.076, 0.083, 0.085, 0.109, 0.123, 0.107, 0.066]
}

---

Bottom line: 1, by a margin of 8.5 kcal/mol.

---

1 | {
  "formula": "C21H30N4O3",
  "method": "wB97M-V/def2-TZVPD",
  "orbital_gap_ev": 8.5,
  "e_lumo_ha": 0.021,
  "elements": ["C", "C", "C", "C", "N", "C", "C", "N", "C", "C", "C", "O", "C", "C", "O", "C", "C", "O", "N", "C", "C", "C", "C", "C", "C", "N", "C", "C", "H", "H", "H", "H", "H", "H", "H", "H", "H", "H", "H", "H", "H", "H", "H", "H", "H", "H", "H", "H", "H", "H", "H", "H", "H", "H", "H", "H", "H", "H"],
  "coordinates": [[-2.492, -4.975, 2.690], [-2.111, -4.045, 1.582], [-1.551, -4.581, 0.393], [-1.187, -3.778, -0.640], [-1.361, -2.438, -0.537], [-1.087, -1.416, -1.399], [-0.419, -1.638, -2.717], [0.981, -2.040, -2.644], [1.929, -0.983, -2.377], [1.836, -0.374, -0.967], [3.057, 0.473, -0.605], [2.931, 0.980, 0.708], [2.788, -0.074, 1.636], [1.585, -0.951, 1.278], [1.703, -1.443, -0.037], [-1.480, -0.257, -0.739], [-1.358, 1.097, -1.332], [-1.273, 1.201, -2.554], [-1.312, 2.189, -0.537], [-1.346, 2.204, 0.905], [-0.047, 2.717, 1.538], [0.148, 4.225, 1.376], [0.828, 4.639, 0.067], [0.374, 3.869, -1.178], [-1.106, 3.471, -1.184], [-1.988, -0.556, 0.485], [-1.915, -1.866, 0.606], [-2.291, -2.692, 1.675], [-3.240, -5.688, 2.343], [-1.624, -5.541, 3.024], [-2.900, -4.426, 3.534], [-1.413, -5.647, 0.310], [-0.766, -4.155, -1.559], [-0.488, -0.716, -3.297], [-0.951, -2.429, -3.260], [1.105, -2.762, -1.941], [1.783, -0.189, -3.113], [2.928, -1.410, -2.510], [0.946, 0.269, -0.894], [3.141, 1.336, -1.266], [3.967, -0.141, -0.683], [2.653, 0.390, 2.613], [3.700, -0.690, 1.639], [1.533, -1.824, 1.931], [0.660, -0.364, 1.376], [-1.562, 1.194, 1.253], [-2.174, 2.851, 1.221], [0.814, 2.189, 1.128], [-0.102, 2.484, 2.605], [0.762, 4.597, 2.200], [-0.824, 4.717, 1.462], [1.907, 4.503, 0.171], [0.647, 5.706, -0.083], [0.960, 2.954, -1.282], [0.581, 4.481, -2.057], [-1.719, 4.224, -0.686], [-1.445, 3.359, -2.217], [-2.717, -2.228, 2.550]],
  "lowdin_charge": [-0.051, -0.275, -0.023, -0.022, 0.062, -0.125, -0.137, -0.048, -0.151, -0.299, -0.148, -0.140, -0.174, -0.165, -0.096, -0.136, -0.394, 0.040, -0.037, -0.153, -0.166, -0.206, -0.199, -0.159, -0.133, 0.143, -0.260, 0.047, 0.085, 0.084, 0.077, 0.114, 0.128, 0.112, 0.121, 0.095, 0.132, 0.125, 0.130, 0.134, 0.136, 0.129, 0.130, 0.132, 0.117, 0.084, 0.129, 0.094, 0.113, 0.106, 0.103, 0.107, 0.106, 0.103, 0.110, 0.129, 0.118, 0.122]
}

---

2 | {
  "formula": "C21H30N4O3",
  "method": "wB97M-V/def2-TZVPD",
  "orbital_gap_ev": 8.8,
  "e_lumo_ha": 0.024,
  "elements": ["C", "C", "C", "C", "C", "C", "N", "N", "C", "C", "C", "O", "N", "C", "C", "C", "N", "C", "C", "O", "C", "C", "C", "O", "C", "C", "C", "C", "H", "H", "H", "H", "H", "H", "H", "H", "H", "H", "H", "H", "H", "H", "H", "H", "H", "H", "H", "H", "H", "H", "H", "H", "H", "H", "H", "H", "H", "H"],
  "coordinates": [[6.272, 0.571, 1.192], [4.905, 0.695, 0.592], [4.208, -0.419, 0.145], [2.951, -0.296, -0.416], [2.349, 0.955, -0.540], [1.012, 1.105, -1.109], [0.382, 2.183, -0.841], [-0.892, 2.380, -1.256], [-1.510, 3.575, -0.704], [-2.755, 3.278, 0.134], [-2.403, 2.396, 1.322], [-1.409, 2.559, 1.996], [-3.316, 1.430, 1.585], [-3.054, 0.378, 2.540], [-2.727, -0.947, 1.846], [-1.615, -0.741, 0.806], [-1.074, -1.927, 0.173], [-0.281, -2.781, 1.040], [0.428, -3.821, 0.170], [-0.493, -4.589, -0.569], [-1.289, -3.762, -1.386], [-2.045, -2.724, -0.555], [-1.541, 1.596, -2.157], [-2.717, 1.757, -2.428], [-0.660, 0.578, -2.856], [0.417, 0.001, -1.941], [3.045, 2.074, -0.078], [4.300, 1.944, 0.474], [6.995, 1.134, 0.603], [6.280, 0.977, 2.202], [6.590, -0.468, 1.231], [4.654, -1.400, 0.237], [2.430, -1.186, -0.737], [-0.745, 4.037, -0.077], [-1.783, 4.244, -1.526], [-3.142, 4.226, 0.514], [-3.514, 2.813, -0.493], [-4.079, 1.285, 0.942], [-3.920, 0.257, 3.198], [-2.199, 0.713, 3.132], [-2.409, -1.667, 2.602], [-3.622, -1.336, 1.356], [-2.005, -0.108, 0.002], [-0.781, -0.210, 1.274], [0.458, -2.168, 1.560], [-0.901, -3.308, 1.784], [0.988, -4.525, 0.787], [1.118, -3.308, -0.517], [-1.983, -4.424, -1.906], [-0.654, -3.245, -2.123], [-2.620, -2.070, -1.213], [-2.737, -3.253, 0.121], [-0.193, 1.114, -3.691], [-1.294, -0.203, -3.278], [-0.010, -0.755, -1.271], [1.190, -0.477, -2.545], [2.575, 3.041, -0.164], [4.827, 2.821, 0.822]],
  "lowdin_charge": [-0.053, -0.282, -0.043, -0.027, -0.167, -0.223, 0.161, -0.059, -0.115, -0.081, -0.507, 0.065, 0.057, -0.180, -0.151, -0.195, -0.203, -0.158, -0.192, -0.126, -0.192, -0.161, -0.445, 0.061, -0.065, -0.114, -0.015, -0.038, 0.082, 0.082, 0.073, 0.108, 0.093, 0.123, 0.128, 0.127, 0.098, 0.144, 0.119, 0.121, 0.111, 0.109, 0.111, 0.132, 0.129, 0.125, 0.127, 0.115, 0.126, 0.122, 0.130, 0.127, 0.133, 0.119, 0.090, 0.123, 0.108, 0.114]
}

---

Bottom line: 2, by a margin of 2.0 kcal/mol.